79
Properties=species:S:1:pos:R:3:forces:R:3 method="wB97M-V/def2-TZVPD" s2=3.78 total_charge=+2 e_above_lowest_kj_mol=0.0 multiplicity=4 gap_ev="6.9 / 6.4" lumo_ev="-6.9 / -7.3"
N 4.051463 -1.459146 4.407838 -0.8 -0.1 -0.9
C 2.803888 -1.944653 4.549323 0.2 0.0 0.1
C 1.893225 -2.087874 3.499126 -0.1 0.3 -0.5
C 2.250953 -1.688823 2.187239 0.8 0.5 1.3
C 3.576394 -1.214085 2.040321 -0.5 -0.1 -0.1
C 4.411531 -1.119327 3.156901 0.1 -0.1 0.2
C 1.316170 -1.848047 1.066353 0.7 -0.5 -2.3
V 0.008606 -0.094885 0.601768 -0.1 0.1 1.2
P -1.568972 0.092638 -1.200233 -1.9 0.1 -2.6
C 1.599076 -1.425550 -0.259825 1.0 -1.6 1.2
C 1.150427 -2.141818 -1.462927 -0.6 -0.2 -0.8
C 1.792591 -1.907010 -2.701948 -0.2 0.1 0.1
C 1.377660 -2.536514 -3.881366 -0.1 -0.1 0.4
C 0.300093 -3.430802 -3.834603 0.0 0.0 0.0
C -0.329842 -3.729113 -2.613816 0.2 0.2 0.0
C 0.100957 -3.094057 -1.447722 0.1 0.2 -0.1
Br -0.327796 -4.250623 -5.441918 0.3 0.3 0.7
H 0.607804 -2.675153 1.200312 0.1 0.4 -0.1
H 2.507729 -0.833412 -0.416553 -0.4 0.0 0.1
H 0.901208 -2.510618 3.691646 0.3 0.2 0.0
H 3.962742 -0.942441 1.053449 0.0 -0.1 0.4
H 2.514039 -2.243933 5.566919 0.2 0.1 -0.5
H 5.439972 -0.749904 3.034832 -0.5 -0.2 0.1
H 2.630728 -1.202702 -2.741737 -0.3 -0.2 0.0
H -0.399780 -3.326817 -0.503074 0.2 -0.1 -0.4
H 1.878130 -2.326341 -4.830688 -0.2 -0.1 0.4
H -1.153178 -4.448204 -2.583309 0.3 0.3 0.0
P 1.166824 2.045369 0.818094 1.7 2.9 -0.5
C -2.863395 -1.268666 -1.102675 0.3 0.1 0.7
C -3.610016 -1.716749 -2.364908 0.0 0.0 -0.3
H -3.572087 -0.948036 -0.315312 0.2 -0.1 -0.3
H -2.316269 -2.125721 -0.676441 -0.3 0.1 -0.2
H -4.281974 -2.562120 -2.127584 0.3 0.4 0.0
H -4.226343 -0.912774 -2.798304 0.3 -0.3 0.2
H -2.905945 -2.065767 -3.139162 -0.3 0.1 0.3
C -0.936985 -0.006059 -2.959552 0.5 -0.2 0.3
C -1.727674 0.632313 -4.107595 -0.3 0.2 0.0
H -0.778267 -1.078934 -3.156470 -0.1 0.4 0.1
H 0.073020 0.436016 -2.918841 -0.3 -0.1 -0.1
H -1.173225 0.501138 -5.054748 -0.2 0.0 0.5
H -2.719963 0.172469 -4.239919 0.4 0.2 0.0
H -1.869926 1.716712 -3.957626 0.1 -0.4 -0.1
C -2.573756 1.678756 -1.192613 0.6 0.2 0.5
C -3.999691 1.699008 -1.757390 -0.3 -0.3 -0.1
H -1.935975 2.424223 -1.704353 -0.2 -0.3 0.2
H -2.595075 1.992909 -0.137590 -0.1 0.0 -0.3
H -4.444739 2.702748 -1.627730 0.3 -0.5 0.0
H -4.032275 1.455074 -2.830650 0.0 0.1 0.4
H -4.650629 0.982269 -1.226943 0.3 0.3 -0.2
C 0.402228 3.518630 1.697903 -0.2 -0.4 0.3
C -1.005527 3.892009 1.234097 -0.2 0.1 -0.2
H 1.093362 4.377833 1.591904 -0.2 -0.6 -0.1
H 0.380191 3.261832 2.772303 0.0 0.1 -0.4
H -1.404741 4.737045 1.822947 0.2 -0.4 -0.3
H -1.024575 4.186334 0.170705 0.0 -0.1 0.4
H -1.689796 3.035953 1.354613 0.1 0.4 0.1
C 1.532101 2.848293 -0.835448 -0.3 -0.1 0.0
C 2.347348 1.949233 -1.769778 0.2 -0.1 -0.1
H 2.041294 3.818078 -0.669320 -0.3 -0.5 0.1
H 0.549911 3.066770 -1.293859 0.4 0.0 0.1
H 2.472281 2.414732 -2.763607 -0.1 -0.2 0.5
H 3.354810 1.748969 -1.364284 -0.4 0.1 -0.2
H 1.838155 0.979274 -1.900994 0.2 0.3 0.0
C 2.865561 2.143951 1.605191 0.0 -0.5 -0.1
C 2.845496 1.887151 3.116709 -0.1 0.1 0.3
H 3.312085 3.132069 1.377022 -0.4 -0.4 0.0
H 3.487215 1.381004 1.105429 -0.2 0.3 0.2
H 3.870076 1.792767 3.514334 -0.4 0.1 -0.2
H 2.351066 2.710761 3.660914 0.3 -0.4 -0.2
H 2.311718 0.950475 3.349329 0.2 0.3 0.0
N -2.735381 -1.686389 3.398368 -0.1 -0.9 -0.6
C -2.408383 -0.533389 4.009889 0.4 1.8 1.2
C -1.501566 0.135542 3.217158 -1.0 0.2 1.7
N -1.275483 -0.604414 2.118343 -1.0 -1.9 -0.4
C -2.032615 -1.708617 2.250708 0.2 -0.2 -0.5
H -3.395005 -2.416933 3.745882 0.9 1.0 -0.5
H -2.798549 -0.206520 4.964537 -0.1 -0.3 -0.2
H -1.037401 1.090432 3.423785 0.0 -0.1 -0.1
H -2.067328 -2.517836 1.537226 -0.1 0.1 0.1

---

85
Properties=species:S:1:pos:R:3:forces:R:3 method="wB97M-V/def2-TZVPD" total_charge=+1 gap_ev=6.6 lumo_ev=-5.0
C 0.625908 -2.009168 1.753920 -0.1 0.1 -0.2
C 0.174279 -2.656080 0.443245 0.0 0.2 0.5
P -0.843725 -1.673280 -0.705573 -0.2 -0.7 -1.4
C 0.145946 -0.211214 -1.213488 0.1 0.7 0.6
C -0.144914 1.150479 -0.570974 -0.1 -0.1 -0.1
C -2.268805 -1.104881 0.305425 0.2 0.2 0.4
C -2.305523 -0.116142 1.277375 0.2 -0.1 -0.2
C -3.511216 0.174622 1.876449 -0.2 0.1 0.1
N -4.592842 -0.505525 1.516691 0.1 0.0 0.0
N -4.629999 -1.473257 0.622574 -0.2 0.0 0.1
C -3.493126 -1.756191 0.033771 0.2 0.0 0.0
H -0.086647 -2.229065 2.545740 0.0 0.0 0.1
H 1.594031 -2.396776 2.057098 0.0 -0.1 0.1
H 0.716388 -0.925208 1.657762 0.1 0.0 0.0
H -0.378455 -3.577377 0.628824 0.1 -0.1 0.0
H 1.026245 -2.944198 -0.174389 0.0 0.0 -0.1
H 0.008268 -0.113950 -2.288274 0.0 -0.1 -0.1
H 1.197910 -0.451331 -1.047346 0.0 -0.2 -0.1
H -1.206252 1.391811 -0.629458 0.0 0.1 0.0
H 0.381189 1.944570 -1.096306 0.1 0.0 0.0
H 0.147971 1.178908 0.478919 0.1 0.1 0.0
H -1.421963 0.426408 1.565367 0.0 0.0 0.1
H -3.637357 0.935208 2.632443 -0.1 0.0 0.0
H -5.489182 -0.298655 1.940353 -0.1 0.0 0.0
H -3.525866 -2.535535 -0.715582 -0.1 0.0 0.0
C 0.760518 1.428932 -6.414870 0.1 0.2 0.0
C 0.488093 0.839059 -5.048368 0.0 0.1 0.1
O 0.713096 1.806633 -4.026073 -0.1 -0.3 0.0
O 2.084377 1.916309 -6.514767 0.0 -0.2 0.1
H 0.633381 0.667815 -7.185465 0.0 0.0 0.0
H 0.047253 2.242097 -6.608942 -0.1 -0.1 0.0
H 1.185266 0.022402 -4.854233 0.0 0.0 0.0
H -0.535884 0.448685 -5.003049 0.0 0.0 0.0
H 0.021078 2.486575 -4.076672 0.1 0.1 0.1
H 2.296039 2.342618 -5.675080 0.0 0.1 0.0
C -2.056303 4.556531 -3.214235 0.1 0.0 -0.1
C -1.846444 5.816278 -2.404865 0.0 0.1 0.0
O -1.221129 6.816571 -3.200894 0.0 -0.1 0.0
O -0.812536 4.106087 -3.736575 0.0 0.0 0.1
H -2.464022 3.760897 -2.589534 0.0 0.0 0.0
H -2.752800 4.744954 -4.040114 -0.1 0.0 0.0
H -1.152291 5.613691 -1.588572 0.0 0.0 0.0
H -2.792524 6.170815 -1.984504 0.0 0.0 0.0
H -1.853032 7.146516 -3.848703 0.0 0.0 0.0
H -0.322557 4.896850 -4.002974 0.0 0.0 -0.1
C -0.779056 -5.192724 3.746327 0.1 0.3 0.0
C -0.983838 -5.710079 5.148731 -0.1 0.0 0.1
O -0.725967 -4.683512 6.110794 0.1 0.0 -0.1
O 0.543734 -4.684184 3.594081 -0.1 0.0 0.0
H -0.918612 -5.993780 3.024009 0.0 0.0 0.0
H -1.499752 -4.383861 3.535715 -0.1 -0.1 0.0
H -0.259912 -6.496766 5.355021 0.0 0.0 0.0
H -1.990984 -6.117153 5.273327 0.0 0.0 0.0
H -1.444566 -4.044834 6.071812 0.0 0.0 0.1
H 0.756640 -4.247039 4.429246 0.0 0.0 0.0
C 1.339851 -7.813458 2.434647 -0.1 0.0 -0.1
C 1.934574 -8.927725 3.264228 0.1 -0.1 0.0
O 1.497730 -10.197661 2.783959 -0.1 0.1 0.0
O -0.083245 -7.896969 2.440582 0.1 -0.2 0.0
H 1.614175 -6.837157 2.833988 0.0 0.0 0.0
H 1.705820 -7.885976 1.401790 0.1 0.0 0.0
H 1.568091 -8.863655 4.288544 0.0 0.0 0.0
H 3.026310 -8.862981 3.277185 0.0 0.0 0.0
H 1.927837 -10.372151 1.940319 0.0 0.0 0.0
H -0.287634 -8.841296 2.411947 -0.1 0.0 -0.1
C 0.670307 4.180824 1.555876 -0.2 0.0 0.0
C 0.678290 5.412259 2.431782 0.0 0.0 0.1
O -0.545600 5.500667 3.164417 0.0 -0.1 -0.1
O -0.448982 4.213423 0.670982 0.1 0.0 0.2
H 1.573599 4.136153 0.957367 0.2 0.0 -0.1
H 0.624002 3.279372 2.184504 0.1 0.0 0.0
H 0.716873 6.304901 1.809053 0.0 0.0 0.0
H 1.541333 5.415114 3.101646 0.0 0.0 0.0
H -0.536716 4.827552 3.852502 0.0 0.1 0.1
H -1.160401 4.599826 1.200085 -0.1 0.0 -0.1
C 3.015389 3.707914 -2.817099 0.0 0.2 -0.2
C 3.333312 3.993834 -1.372902 -0.1 0.1 0.1
O 2.919626 5.311730 -1.011550 0.0 0.0 0.1
O 3.655583 4.623305 -3.688077 0.1 -0.1 0.1
H 3.352088 2.705867 -3.085054 0.0 0.0 0.0
H 1.929053 3.752887 -2.967102 0.0 -0.1 0.1
H 4.408114 3.957310 -1.199801 0.0 0.0 0.0
H 2.847284 3.245227 -0.737475 0.0 -0.1 0.1
H 1.955103 5.341925 -1.029736 0.0 0.0 -0.1
H 3.628710 5.488384 -3.261745 0.0 0.0 0.0

---

14
Properties=species:S:1:pos:R:3:forces:R:3 method="wB97M-V/def2-TZVPD" total_charge=0 e_above_lowest_kj_mol=323.5 gap_ev=10.5 lumo_ev=0.9
H 0.594823 -0.329366 1.184534 0.0 0.1 0.0
N 0.472074 0.469444 0.553986 -0.1 -0.3 -0.3
C 0.065434 0.083940 -0.580212 0.1 0.2 0.2
C -0.241956 -1.341020 -1.006454 0.0 0.0 0.0
C -0.046875 -2.308015 0.073981 0.1 -0.3 0.4
C 0.131231 -3.039927 1.013539 -0.1 0.3 -0.4
H -0.103424 0.850768 -1.344237 0.0 -0.1 0.1
H -1.279604 -1.374945 -1.363860 0.1 0.0 0.1
H 0.383603 -1.596729 -1.871143 -0.1 0.0 0.1
H 0.282384 -3.705599 1.835266 0.0 0.1 -0.2
C -0.061061 3.065631 0.381197 0.0 0.1 -0.2
O 0.186025 3.334616 -0.769800 -0.1 -0.1 0.5
H 0.670031 3.203385 1.197913 0.0 0.0 -0.2
H -1.052684 2.687816 0.695289 0.1 0.1 -0.1

---

49
Properties=species:S:1:pos:R:3:forces:R:3 method="wB97M-V/def2-TZVPD" total_charge=-3 e_above_lowest_kj_mol=129.8 gap_ev=5.7 lumo_ev=5.0
Na -10.112861 -5.770745 -19.503128 -0.4 1.2 -0.6
C -9.716293 -0.987479 -17.656740 -0.2 -0.8 -1.5
F -10.739868 -0.259742 -17.186978 0.1 0.0 0.3
F -8.763373 -0.115704 -18.043855 0.0 0.0 0.4
F -9.208538 -1.728723 -16.653159 0.0 0.4 0.4
S -10.236046 -2.119380 -19.132121 -1.3 -0.6 -2.1
O -11.663770 -1.950848 -19.306107 0.4 0.2 1.4
O -9.534285 -1.614785 -20.287011 1.0 0.4 0.9
O -9.820002 -3.448705 -18.683422 0.1 0.5 0.6
C -11.606632 -5.623196 -24.156348 0.2 1.1 2.1
F -10.360395 -6.063044 -24.398101 -0.1 -0.3 -0.6
F -12.135955 -5.125997 -25.277769 0.0 -0.2 -0.5
F -12.344681 -6.686476 -23.779144 0.0 -0.1 -0.4
S -11.501761 -4.322389 -22.749301 1.2 1.1 0.8
O -10.874918 -5.118818 -21.695105 -0.4 -0.4 -0.6
O -10.620972 -3.292782 -23.290038 -0.8 -1.1 -0.4
O -12.845415 -3.878005 -22.463559 -0.1 -0.7 -0.7
C -6.103819 -5.972807 -22.448545 -1.0 1.1 1.2
F -5.494388 -6.890149 -21.659468 0.3 0.1 -0.3
F -5.204528 -5.414895 -23.270111 0.3 -0.4 0.0
F -6.983730 -6.645958 -23.195045 0.0 -0.2 -0.3
S -6.994347 -4.640923 -21.402650 -1.3 2.4 1.1
O -5.976633 -4.033059 -20.528926 -0.1 -1.6 -0.8
O -7.539211 -3.677475 -22.339017 0.9 -1.3 -0.4
O -8.036180 -5.398289 -20.705205 1.2 -0.7 -0.3
C -13.403660 -4.133224 -16.582857 -0.1 -0.4 -2.6
F -12.494157 -3.169240 -16.690953 0.2 0.1 0.7
F -12.906678 -5.129566 -15.831946 0.1 0.0 0.6
F -14.477262 -3.645196 -15.953171 -0.2 0.1 0.4
S -13.848678 -4.716181 -18.373077 -0.7 1.4 -0.7
O -14.402114 -3.497053 -18.941798 0.4 -0.5 0.7
O -12.608349 -5.162027 -18.981745 -0.1 -0.3 0.9
O -14.867460 -5.730397 -18.153205 0.3 -0.5 0.5
Cl -11.381351 -9.944296 -22.633221 0.0 -0.2 -0.1
C -9.620064 -10.107280 -22.551947 1.0 -0.2 0.1
C -8.966111 -8.865187 -21.974805 -0.6 0.6 -0.4
Cl -9.524888 -8.466901 -20.339151 -0.1 -0.4 0.4
H -9.214605 -10.261648 -23.553741 -0.3 0.3 -0.2
H -9.336419 -11.017826 -22.022428 -0.4 0.1 0.4
H -9.284213 -8.023833 -22.591781 0.3 0.1 0.1
H -7.881489 -8.895757 -21.915393 0.0 -0.2 -0.3
Cl -8.034683 -5.722195 -17.505021 -0.3 0.1 0.2
C -9.007652 -5.185864 -16.102213 0.0 0.3 0.4
C -9.884953 -6.299697 -15.527730 0.7 -0.1 -0.4
Cl -10.904610 -7.049871 -16.795129 0.2 -0.1 0.2
H -9.592731 -4.288748 -16.305950 0.0 -0.2 -0.8
H -8.240245 -4.854572 -15.401180 -0.2 -0.3 0.4
H -10.564861 -5.957657 -14.751327 0.0 0.3 -0.1
H -9.237371 -7.074700 -15.118817 -0.1 -0.2 -0.1